C17H30F3N2O9Ti | ωB97M-V with the def2-TZVPD basis set

Molar mass, g mol⁻¹: 511.29
E, hartree: -2601.43665
Spin multiplicity: 4
Total charge: 0
Highest occupied orbital energy (alpha / beta), hartree: -0.139 / -0.278
<S²>: 3.752
Lowest unoccupied orbital energy (alpha / beta), eV: 0.68 / 0.64

```
62
Properties=species:S:1:pos:R:3:lowdin_spin:R:1
Ti -5.99750 -17.62957 -17.46242 2.524
C -6.24824 -17.03468 -13.04298 0.001
C -6.97310 -16.41911 -14.24409 0.004
C -7.04665 -14.89564 -14.08987 0.001
O -6.44657 -16.82514 -15.42438 0.049
H -5.18760 -16.75246 -13.05241 0.000
H -6.29398 -18.12374 -13.09599 0.000
H -6.68610 -16.70065 -12.09744 0.000
H -8.03757 -16.78289 -14.15130 0.001
H -7.50034 -14.60095 -13.13985 0.000
H -7.61916 -14.47446 -14.91130 0.000
H -6.03162 -14.48107 -14.11377 0.000
C -9.15417 -18.12106 -11.30917 0.000
C -9.89038 -19.14262 -12.13664 0.000
O -8.96289 -19.73430 -13.07526 0.000
C -9.19234 -19.55224 -14.35742 0.001
O -10.15118 -19.05175 -14.86268 0.001
C -8.02877 -20.12852 -15.18937 0.006
F -8.05182 -19.61381 -16.41288 0.035
F -6.83815 -19.87590 -14.63004 0.008
F -8.15680 -21.45847 -15.29024 0.002
H -9.70389 -17.82165 -10.41620 0.000
H -8.91720 -17.21163 -11.86732 0.000
H -8.19478 -18.51879 -10.97102 0.000
H -10.78072 -18.74829 -12.61489 0.000
H -10.21433 -19.97055 -11.49994 0.000
C -3.76684 -21.47167 -18.70261 0.001
O -5.14372 -21.73507 -18.96675 0.004
C -5.91868 -20.66766 -19.12234 0.022
O -5.57499 -19.52095 -18.95857 0.056
O -7.12192 -21.06044 -19.47299 0.005
C -8.06704 -20.00989 -19.75279 0.011
H -3.60475 -21.43190 -17.62604 0.001
H -3.46132 -20.52669 -19.14043 0.000
H -3.20461 -22.30374 -19.11514 0.000
H -8.37748 -19.52717 -18.82814 0.007
H -8.93987 -20.50486 -20.16923 0.001
H -7.64262 -19.29506 -20.45016 0.001
C -6.06077 -16.05904 -21.12026 0.005
O -6.29346 -14.94557 -20.26352 0.003
C -5.61233 -14.97136 -19.13613 0.015
O -4.86866 -15.85891 -18.78582 0.051
O -5.87109 -13.88295 -18.43376 0.002
C -5.29383 -13.88033 -17.12182 0.007
H -6.40007 -16.98573 -20.65163 0.003
H -5.00433 -16.19042 -21.36199 0.000
H -6.61672 -15.86252 -22.03075 0.000
H -4.21910 -14.03863 -17.15630 0.001
H -5.76016 -14.64880 -16.50342 0.005
H -5.50878 -12.90360 -16.69295 0.000
C -9.26838 -15.30281 -17.00570 0.008
C -8.65630 -16.18953 -17.97159 0.039
N -8.19291 -16.88075 -18.75462 0.066
H -10.22810 -14.92819 -17.36556 0.002
H -8.63740 -14.41897 -16.90796 0.001
H -9.40253 -15.82606 -16.06384 0.001
C -3.70746 -19.74228 -14.23917 0.002
C -3.69032 -19.12832 -15.55765 0.016
N -3.63047 -18.60353 -16.57489 0.029
H -3.82278 -18.97172 -13.47939 0.000
H -2.79486 -20.31749 -14.10509 0.000
H -4.56984 -20.39963 -14.15092 0.001
```